(1)
160
Properties=species:S:1:pos:R:3:lowdin_charge:R:1 method="wB97M-V/def2-TZVPD" homo_ev=-9.64 e_tot_ha=-2864.38137
C 15.9806 15.5821 16.1467 -0.240
C 16.2510 17.0373 15.9544 -0.238
O 16.8362 17.5182 17.1731 -0.063
O 17.1578 14.8969 16.5887 -0.096
H 15.6147 14.9845 15.3141 0.108
H 15.2134 15.4274 16.9194 0.123
H 15.2611 17.5005 15.7694 0.129
H 16.9985 17.2034 15.1746 0.107
H 17.3538 18.2624 16.8394 0.094
H 17.5784 15.4307 17.3009 0.097
C 16.7707 13.9834 7.5684 -0.224
C 15.3074 14.3597 7.6291 -0.241
O 14.5145 13.5239 8.4352 -0.085
O 16.8186 12.6131 7.1700 -0.073
H 17.1381 14.1534 8.6971 0.137
H 17.3127 14.6661 6.9383 0.108
H 14.9104 14.2818 6.5961 0.130
H 15.2531 15.3658 8.0600 0.120
H 14.7421 12.6139 8.2184 0.072
H 17.5516 12.0563 7.4419 0.033
C 20.6349 11.9695 10.8545 -0.213
C 21.7170 11.4130 11.7636 -0.160
O 21.3704 11.9183 13.1115 -0.108
O 19.5379 11.0610 10.8657 -0.108
H 20.8934 12.1304 9.8175 0.120
H 20.2990 12.9434 11.2431 0.115
H 22.7616 11.6595 11.5211 0.125
H 21.5351 10.3763 11.7425 0.101
H 21.6501 11.2916 13.8203 0.103
H 18.7608 11.4182 11.3813 0.095
C 18.2759 12.5647 14.7152 -0.173
C 18.6676 11.5542 15.8285 -0.179
O 20.1260 11.5047 15.9489 -0.075
O 18.4557 12.0008 13.3549 -0.119
H 18.8526 13.4915 14.7822 0.114
H 17.2344 12.7865 14.9567 0.098
H 18.3795 10.5358 15.5811 0.092
H 18.0730 11.9057 16.6923 0.121
H 20.4262 12.3206 16.3375 0.073
H 19.3980 12.1448 13.1553 0.034
C 19.7948 8.6991 8.1304 -0.061
C 18.6975 9.5084 7.5198 -0.489
C 17.3911 8.8012 7.4680 -0.063
O 18.5215 10.7524 8.2147 -0.094
H 19.6605 8.1615 9.0976 0.092
H 20.7251 9.2593 8.1363 0.083
H 19.8876 7.7738 7.5744 0.077
H 18.9944 9.8027 6.5077 0.147
H 17.1141 8.4932 8.4935 0.092
H 17.4979 7.8797 6.8689 0.088
H 16.5769 9.3040 6.9323 0.082
H 18.6634 10.7031 9.1837 0.067
C 17.8314 7.3954 12.3817 -0.028
C 17.4448 7.9112 13.8076 -0.474
C 18.4536 7.5197 14.9271 -0.044
O 17.1051 9.2537 13.6924 -0.070
H 18.4088 6.4747 12.3611 0.073
H 18.4044 8.1390 11.9161 0.040
H 16.9061 7.2082 11.7991 0.090
H 16.5452 7.3839 14.1562 0.124
H 19.4543 7.5637 14.4726 0.072
H 18.3320 6.4371 15.1440 0.087
H 18.4638 8.0891 15.8276 0.055
H 17.8020 9.8217 13.3213 0.073
C 12.3974 10.9319 8.0176 -0.052
C 12.0440 9.5254 8.3294 -0.486
C 13.1572 8.5022 7.9869 -0.043
O 11.8227 9.3613 9.7388 -0.076
H 11.5569 11.6211 8.1171 0.073
H 12.6496 10.9465 6.9550 0.093
H 13.1781 11.2531 8.6519 0.046
H 11.1063 9.2704 7.8130 0.138
H 14.0992 8.9122 8.4521 0.082
H 13.2613 8.5053 6.8745 0.085
H 13.0274 7.4677 8.3206 0.076
H 11.1170 9.9477 10.0920 0.055
C 11.3003 12.7338 15.0719 -0.077
C 10.0904 12.9070 15.9548 -0.413
C 10.0439 14.2900 16.6446 -0.052
O 8.8369 12.5369 15.2061 -0.085
H 11.0704 11.9780 14.3001 0.073
H 12.2268 12.4476 15.5981 0.081
H 11.4688 13.6838 14.5503 0.069
H 10.1261 12.1267 16.7141 0.123
H 10.2415 15.1392 16.0248 0.058
H 10.8163 14.3263 17.4038 0.073
H 9.1021 14.5803 17.0976 0.073
H 8.9304 12.9668 14.3352 0.042
C 13.4683 16.5988 12.8531 -0.075
C 12.5366 16.2864 11.6992 -0.444
C 13.3251 16.5780 10.4593 -0.056
O 12.2156 14.8663 11.7612 -0.088
H 13.7350 17.6811 12.9297 0.098
H 14.3648 15.9913 12.7260 0.057
H 13.0448 16.4036 13.8318 0.070
H 11.5655 16.7360 11.8915 0.145
H 12.6767 16.1658 9.7010 0.074
H 14.3180 16.0581 10.4251 0.073
H 13.4887 17.6458 10.2371 0.094
H 13.0412 14.3562 11.6418 0.041
C 10.6724 13.5016 5.7153 -0.077
C 10.1449 13.9425 7.0760 -0.523
C 9.6066 15.3992 7.0808 -0.034
O 9.2074 12.9842 7.5692 -0.068
H 11.4818 14.2093 5.3072 0.100
H 9.9341 13.6358 4.8907 0.082
H 11.0886 12.4738 5.6840 0.069
H 11.1264 13.9364 7.6115 0.123
H 9.4542 15.7167 8.1143 0.075
H 8.6466 15.2156 6.6045 0.086
H 10.3689 15.9465 6.6142 0.056
H 9.0614 13.1763 8.5467 0.075
C 11.7365 8.1929 13.7428 -0.037
C 12.8497 9.0814 14.2602 -0.503
C 13.0067 9.4849 15.7596 -0.032
O 14.0413 8.4468 13.8569 -0.052
H 11.8218 7.2579 14.3332 0.091
H 11.9866 7.9218 12.7495 0.060
H 10.7314 8.6412 13.7713 0.084
H 12.7498 10.0342 13.7287 0.090
H 12.1574 10.0241 16.1511 0.053
H 13.9327 10.0880 15.7884 0.073
H 13.1666 8.5379 16.3595 0.097
H 14.7840 9.0096 14.0314 0.035
C 9.6902 11.2922 11.7082 -0.036
C 9.3347 12.7299 11.2303 -0.426
C 7.8341 12.7753 10.8330 -0.068
O 9.4888 13.6639 12.3367 -0.072
H 9.2281 11.2703 12.7190 0.087
H 10.7411 11.0885 11.7678 0.047
H 9.2483 10.5199 11.0213 0.099
H 9.8025 13.1334 10.3393 0.109
H 7.2150 12.2883 11.6075 0.083
H 7.6174 12.1244 9.9535 0.086
H 7.4833 13.8219 10.7262 0.091
H 10.4029 13.9422 12.3962 0.041
C 17.3070 15.6642 11.1146 -0.045
C 17.9517 16.1651 12.4086 -0.506
C 19.4456 16.2674 12.4215 -0.037
O 17.2990 17.3744 12.7626 -0.062
H 17.7200 14.7137 10.7415 0.071
H 17.3265 16.4294 10.3678 0.079
H 16.2321 15.5506 11.3788 0.057
H 17.7129 15.4383 13.2438 0.137
H 19.7445 17.1332 11.8240 0.095
H 19.8460 15.3462 11.9697 0.077
H 19.7943 16.2766 13.4106 0.059
H 16.3845 17.1760 13.0241 0.065
C 14.2907 12.2606 13.1181 -0.032
C 15.1523 12.4613 11.8672 -0.440
C 15.3512 11.1531 11.1019 -0.015
O 14.5430 13.5182 11.1190 -0.083
H 13.3774 11.7969 12.7793 0.063
H 14.0673 13.1897 13.6781 0.081
H 14.7875 11.5585 13.7977 0.077
H 16.1148 12.8875 12.1197 0.109
H 16.0162 11.2884 10.2063 0.088
H 14.3599 10.8316 10.6847 0.087
H 15.6618 10.3284 11.7464 0.069
H 14.6409 13.4077 10.1839 0.026



(2)
163
Properties=species:S:1:pos:R:3:lowdin_charge:R:1 method="wB97M-V/def2-TZVPD" homo_ev=-9.32 e_tot_ha=-2912.83779
C -1.6935 1.6496 8.4228 -0.047
C -1.7086 1.1846 6.9593 -0.421
C -0.3023 1.4380 6.2619 -0.142
O 0.3709 2.7222 6.4411 -0.215
C 1.4510 3.0845 5.6479 -0.122
N -2.0116 -0.2081 6.8826 0.032
H -1.2454 0.9265 9.1042 0.070
H -2.7370 1.6151 8.7359 0.078
H -1.0706 2.5117 8.6610 0.077
H -2.4713 1.6517 6.3362 0.112
H -0.4207 1.3262 5.1841 0.109
H 0.3716 0.6107 6.4839 0.097
H 1.1353 2.8657 4.6278 0.067
H 2.1868 2.3180 5.8910 0.083
H 1.7604 4.1250 5.7463 0.100
H -1.5298 -0.7742 7.5663 0.067
H -1.7176 -0.5607 5.9829 0.066
C -4.3515 4.3388 5.3579 -0.047
C -5.3147 4.0398 4.1578 -0.425
C -4.6409 3.3069 2.9828 -0.198
O -5.4432 3.4019 1.7522 -0.193
C -4.9643 2.3970 0.7653 -0.081
N -6.4646 3.2945 4.6571 0.032
H -3.9041 3.4081 5.7069 0.055
H -4.8917 4.7245 6.2225 0.072
H -3.7121 5.2150 5.2515 0.075
H -5.6999 4.9706 3.7414 0.133
H -4.4284 2.2762 3.2664 0.119
H -3.6787 3.7975 2.8354 0.110
H -5.2762 1.3762 0.9862 0.082
H -3.8913 2.4527 0.5822 0.064
H -5.4180 2.7298 -0.1682 0.078
H -6.1127 2.5008 5.1732 0.065
H -6.8556 2.9327 3.7989 0.061
C -3.1374 2.4493 -6.8375 -0.076
C -3.6169 1.0568 -6.2779 -0.375
C -4.5348 1.1098 -4.9230 -0.225
O -4.9744 -0.1288 -4.4869 -0.195
C -5.7090 -0.0554 -3.2051 -0.043
N -4.3741 0.4497 -7.3882 0.031
H -2.4269 2.4165 -7.6635 0.068
H -2.7820 3.1293 -6.0632 0.060
H -3.9317 3.1261 -7.1522 0.069
H -2.7451 0.4920 -5.9478 0.102
H -5.3496 1.8227 -5.0497 0.123
H -3.7741 1.5804 -4.3001 0.106
H -5.6943 -1.0627 -2.7891 0.083
H -6.7205 0.2813 -3.4323 0.086
H -5.2267 0.6762 -2.5568 0.071
H -3.6802 0.2834 -8.1030 0.065
H -4.6586 -0.4123 -6.9455 0.060
C 3.1918 -2.4584 -3.9928 -0.083
C 4.3914 -3.3588 -4.0670 -0.429
C 4.5692 -3.7930 -5.5063 -0.179
O 3.3156 -3.9761 -6.2253 -0.212
C 2.7497 -5.2919 -6.1205 -0.093
N 5.5676 -2.7572 -3.3744 0.047
H 3.2973 -1.5283 -4.5511 0.085
H 3.0394 -2.0927 -2.9773 0.071
H 2.2155 -2.9007 -4.1912 0.077
H 4.0771 -4.1609 -3.3991 0.131
H 5.1854 -4.6919 -5.4878 0.116
H 5.0884 -3.0652 -6.1300 0.127
H 3.5570 -5.9822 -6.3650 0.076
H 2.0997 -5.5787 -6.9471 0.086
H 2.3673 -5.4809 -5.1174 0.088
H 5.8612 -1.9321 -3.8775 0.063
H 6.4393 -3.2554 -3.2650 0.066
C 2.7403 -1.7807 6.7460 -0.065
C 1.4493 -2.4052 6.2204 -0.469
C 1.5188 -2.8478 4.7765 -0.195
O 0.1873 -3.1161 4.3586 -0.193
C 0.1233 -3.3267 2.9699 -0.115
N 1.0123 -3.4535 7.1077 0.060
H 3.5563 -2.4920 6.8735 0.077
H 2.6536 -1.3608 7.7482 0.073
H 3.1903 -0.9600 6.1875 0.070
H 0.7343 -1.5835 6.2599 0.098
H 2.1927 -3.6936 4.6404 0.135
H 1.8294 -2.0409 4.1127 0.120
H 0.6082 -2.5563 2.3705 0.073
H -0.9312 -3.2333 2.7102 0.089
H 0.5069 -4.3162 2.7209 0.089
H 0.6612 -2.8469 7.8349 0.071
H 0.2410 -3.9433 6.6774 0.072
C 3.1412 2.3598 -1.7877 -0.025
C 1.7784 2.8162 -2.2744 -0.471
C 1.9908 3.7235 -3.5062 -0.043
O 1.0641 1.7114 -2.6827 -0.073
H 3.4891 3.0726 -1.0401 0.074
H 3.8634 2.3357 -2.6038 0.078
H 3.1985 1.3555 -1.3678 0.083
H 1.2165 3.4406 -1.5797 0.116
H 2.7976 3.3188 -4.1173 0.069
H 2.3080 4.7512 -3.3292 0.082
H 1.1125 3.8788 -4.1328 0.078
H 1.5142 1.2350 -3.3842 0.076
C 3.4771 -4.3329 0.3450 -0.066
C 4.9568 -4.1415 0.5175 -0.499
C 5.2531 -2.9257 1.4574 -0.043
O 5.4653 -5.1712 1.2890 -0.047
H 3.2647 -5.2363 -0.2268 0.083
H 2.8801 -3.4569 0.0912 0.068
H 3.0311 -4.3856 1.3382 0.072
H 5.4382 -4.0594 -0.4570 0.123
H 4.6811 -2.0537 1.1404 0.064
H 6.2658 -2.6053 1.2127 0.069
H 5.2164 -3.0511 2.5396 0.080
H 5.0134 -5.9797 1.0366 0.087
C 3.3650 2.1177 2.5630 -0.040
C 4.1707 3.3848 2.2609 -0.471
C 5.5836 2.9821 1.7594 -0.050
O 3.4303 4.1992 1.3841 -0.056
H 2.9079 2.2177 3.5475 0.041
H 4.0257 1.2640 2.7139 0.070
H 2.5355 1.8106 1.9261 0.075
H 4.3743 3.9859 3.1470 0.125
H 6.0650 2.2957 2.4559 0.077
H 6.1875 3.8844 1.6633 0.072
H 5.4851 2.5844 0.7493 0.070
H 2.5030 3.9668 1.4721 0.026
C -1.7367 -0.0314 -1.2328 -0.052
C -0.6235 0.1188 -0.2923 -0.469
C 0.5794 -0.7388 -0.6519 -0.044
O -0.1292 1.4440 -0.2482 -0.067
H -1.5283 0.2842 -2.2550 0.073
H -2.5348 0.6739 -1.0009 0.072
H -2.1703 -1.0302 -1.2825 0.094
H -1.0080 -0.0288 0.7170 0.143
H 1.0304 -0.4924 -1.6131 0.056
H 0.3302 -1.7818 -0.8471 0.079
H 1.3426 -0.7623 0.1260 0.077
H 0.3047 1.5581 -1.0970 0.032
C 0.0446 -0.6030 -4.8025 -0.263
C 0.2555 0.5999 -5.7516 -0.229
O 1.6021 1.0281 -5.7540 -0.077
O 0.1568 -1.6801 -5.6124 -0.043
H -0.9465 -0.7399 -4.3700 0.118
H 0.7485 -0.5942 -3.9703 0.095
H -0.3436 1.4949 -5.5837 0.103
H 0.0098 0.4478 -6.8026 0.121
H 1.6819 1.7050 -6.4300 0.095
H 1.0777 -1.6533 -5.8823 0.083
C -4.0008 -5.8785 -2.9812 -0.280
C -5.5060 -5.8731 -2.6116 -0.177
O -6.4025 -5.9770 -3.8024 -0.098
O -3.2627 -7.0640 -2.9744 -0.046
H -3.5284 -5.2125 -2.2591 0.105
H -3.8508 -5.2491 -3.8584 0.121
H -5.6867 -4.8699 -2.2257 0.106
H -5.6014 -6.7066 -1.9157 0.115
H -7.3112 -5.9253 -3.4969 0.064
H -2.8719 -7.1821 -3.8433 0.089
C -0.5832 4.2932 0.9490 -0.217
C -0.9851 5.0328 -0.3459 -0.204
O -0.3379 6.3147 -0.3911 -0.071
O 0.7437 3.8397 0.9121 -0.101
H -1.1917 3.4314 1.2231 0.108
H -0.5827 5.0215 1.7600 0.127
H -2.0562 5.2109 -0.4418 0.117
H -0.6953 4.5158 -1.2606 0.102
H 0.5593 6.2087 -0.0664 0.076
H 0.6869 2.9549 0.5440 0.041



(3)
162
Properties=species:S:1:pos:R:3:lowdin_charge:R:1 method="wB97M-V/def2-TZVPD" homo_ev=-8.91 e_tot_ha=-2755.80068
C -5.8152 0.9461 -1.5637 -0.088
C -5.0379 -0.3462 -1.7135 -0.345
O -5.6633 -1.3681 -0.9730 -0.064
H -5.7658 1.2623 -0.5150 0.072
H -6.8790 0.8184 -1.7554 0.079
H -5.3232 1.7270 -2.1466 0.072
H -3.9755 -0.1164 -1.5612 0.088
H -5.0744 -0.6216 -2.7697 0.092
H -5.8249 -1.1099 -0.0599 0.085
C 5.6082 -4.7725 2.6101 -0.070
C 4.3386 -4.6161 1.7961 -0.425
C 4.2624 -3.2678 1.0783 -0.233
O 3.1240 -3.1441 0.2517 -0.191
C 2.9819 -1.8672 -0.3310 -0.097
N 4.3824 -5.6302 0.7337 0.035
H 5.6678 -5.7751 3.0371 0.079
H 5.6039 -4.2026 3.5473 0.068
H 6.5222 -4.5128 2.0767 0.080
H 3.4753 -4.7463 2.4480 0.127
H 5.2019 -3.0581 0.5500 0.128
H 4.1797 -2.4213 1.7768 0.105
H 2.6796 -1.0959 0.3833 0.074
H 2.2129 -1.9039 -1.1013 0.082
H 3.9377 -1.6017 -0.7929 0.089
H 5.1176 -5.4002 0.0716 0.073
H 3.5348 -5.5053 0.1838 0.068
C 2.3954 -2.3538 4.0195 -0.058
C 3.3175 -1.3603 4.7251 -0.431
C 3.0727 0.0588 4.1960 -0.183
O 4.1079 0.8733 4.7732 -0.200
C 3.7354 2.1601 5.1877 -0.116
N 3.0416 -1.4074 6.1448 0.049
H 2.4222 -2.2596 2.9315 0.056
H 1.3526 -2.3876 4.3336 0.068
H 2.7537 -3.3760 4.1800 0.072
H 4.3501 -1.5975 4.4439 0.136
H 2.1389 0.4923 4.5668 0.102
H 3.1057 0.1410 3.1078 0.115
H 2.6991 2.1668 5.5386 0.084
H 3.8286 2.8893 4.3722 0.077
H 4.4209 2.5100 5.9594 0.086
H 3.6849 -0.7861 6.6375 0.077
H 3.4073 -2.2919 6.4989 0.081
C 5.9227 4.0006 1.1789 -0.064
C 4.6056 3.5906 0.5077 -0.427
C 4.0149 4.7773 -0.2716 -0.221
O 2.9657 4.2980 -1.0779 -0.222
C 2.1165 5.2901 -1.6003 -0.099
N 4.8587 2.4707 -0.4147 0.045
H 6.6483 4.4054 0.4744 0.077
H 6.3411 3.1467 1.7093 0.077
H 5.7032 4.7683 1.9247 0.076
H 3.8333 3.2986 1.2225 0.131
H 4.7631 5.2806 -0.8998 0.129
H 3.6568 5.5426 0.4307 0.128
H 1.4129 5.6246 -0.8288 0.082
H 1.5053 4.8550 -2.3901 0.082
H 2.6923 6.1411 -1.9732 0.091
H 4.0021 2.4246 -0.9600 0.037
H 5.5868 2.7669 -1.0591 0.074
C -0.8659 -4.2582 1.7199 -0.052
C -1.9814 -3.4001 1.1639 -0.435
C -2.0573 -3.5318 -0.3625 -0.168
O -0.8804 -2.9046 -0.9001 -0.205
C -1.1088 -2.0557 -2.0115 -0.095
N -3.2746 -3.7994 1.7438 0.051
H 0.1112 -3.8438 1.4657 0.070
H -0.9149 -5.2796 1.3351 0.082
H -0.9058 -4.4048 2.8022 0.074
H -1.8087 -2.3307 1.3151 0.096
H -2.9387 -3.0234 -0.7631 0.116
H -1.9725 -4.5774 -0.6652 0.130
H -0.1474 -1.6086 -2.2605 0.073
H -1.7504 -1.2398 -1.6587 0.062
H -1.5404 -2.6099 -2.8477 0.073
H -3.2847 -3.4285 2.6877 0.060
H -4.0698 -3.3942 1.2646 0.061
C -4.9667 -0.0623 5.4257 -0.073
C -4.0005 0.4530 4.3795 -0.424
C -2.5681 0.4848 4.9390 -0.229
O -2.1264 -0.8193 5.2069 -0.198
C -0.8578 -0.8371 5.8486 -0.089
N -4.0620 -0.4237 3.1971 0.043
H -4.5295 -0.9192 5.9449 0.077
H -5.9235 -0.4008 5.0330 0.073
H -5.1652 0.6757 6.2084 0.074
H -4.2301 1.4904 4.1193 0.130
H -2.6353 1.1055 5.8444 0.126
H -1.8977 0.9589 4.2109 0.109
H -0.6152 -1.8833 6.0370 0.088
H -0.9408 -0.3178 6.8039 0.092
H -0.0200 -0.4916 5.2382 0.063
H -3.5387 0.0678 2.4646 0.024
H -3.3699 -1.1514 3.3811 0.046
C -2.8036 -4.1822 -4.8879 -0.070
C -3.4473 -3.1539 -5.7773 -0.425
C -3.4669 -1.7167 -5.2193 -0.207
O -2.2102 -1.1094 -5.2300 -0.213
C -2.1477 0.1915 -4.7184 -0.093
N -2.8210 -3.1909 -7.1113 0.038
H -3.1776 -4.0639 -3.8652 0.072
H -1.7159 -4.1004 -4.8382 0.066
H -3.0858 -5.2001 -5.1536 0.081
H -4.4512 -3.5454 -5.9716 0.136
H -3.9567 -1.7556 -4.2394 0.107
H -4.1741 -1.2227 -5.8979 0.126
H -1.9320 0.1646 -3.6437 0.075
H -3.0435 0.7765 -4.9398 0.096
H -1.2999 0.7472 -5.1258 0.079
H -3.2379 -2.4984 -7.7271 0.068
H -1.8565 -2.8488 -6.9624 0.017
C 0.6929 -0.5101 -7.5756 -0.051
C 1.2118 -1.7059 -6.7891 -0.397
C 1.8373 -1.3847 -5.4274 -0.194
O 3.0113 -0.6143 -5.6724 -0.173
C 3.4743 0.0704 -4.5229 -0.114
N 0.0164 -2.5507 -6.6001 0.025
H 0.1369 -0.8100 -8.4657 0.081
H 1.4476 0.2134 -7.8836 0.077
H -0.0949 0.0233 -7.0337 0.063
H 1.9124 -2.3004 -7.3779 0.142
H 2.1425 -2.2950 -4.9026 0.129
H 1.0928 -0.8598 -4.8170 0.110
H 4.4932 0.4389 -4.6391 0.086
H 3.5382 -0.5627 -3.6311 0.079
H 2.8674 0.9392 -4.2543 0.075
H 0.2955 -3.3538 -6.0335 0.083
H -0.5872 -2.0494 -5.9487 0.036
C 0.1152 -0.2999 1.7867 -0.040
C -0.7182 0.8862 1.2974 -0.387
C -0.0061 1.5796 0.1523 -0.190
O 0.2345 0.7156 -0.9443 -0.215
C 1.0759 1.2456 -1.9533 -0.084
N -2.0463 0.3534 0.9328 0.071
H 0.3646 -0.9918 0.9838 0.074
H -0.5142 -0.8302 2.5102 0.073
H 0.9770 -0.0148 2.3914 0.058
H -0.8321 1.5984 2.1131 0.100
H 0.9183 2.0357 0.5230 0.132
H -0.6889 2.3209 -0.2856 0.122
H 0.7691 2.2640 -2.2233 0.086
H 0.8892 0.5958 -2.8051 0.065
H 2.0988 1.3119 -1.5748 0.081
H -1.8874 -0.4426 0.3207 0.050
H -2.5167 1.0527 0.3625 0.076
C -3.3401 5.0867 -0.4491 -0.061
C -3.1821 6.0233 0.7313 -0.443
C -1.7181 6.0333 1.1804 -0.196
O -1.2754 4.7279 1.5807 -0.199
C -1.8366 4.2447 2.7698 -0.123
N -3.6838 7.3569 0.3297 0.042
H -3.1416 4.0487 -0.1783 0.064
H -2.6645 5.4054 -1.2489 0.083
H -4.3214 5.1044 -0.9245 0.077
H -3.7158 5.6832 1.6216 0.128
H -1.5230 6.7383 1.9964 0.123
H -1.0188 6.3018 0.3848 0.117
H -1.2764 3.3442 3.0236 0.064
H -2.8878 3.9543 2.6708 0.085
H -1.7440 4.8818 3.6571 0.096
H -2.9296 7.7687 -0.2162 0.070
H -3.7317 7.8733 1.2054 0.070